This record from the OMol25 dataset describes 25 unconnected molecules or ions with the total composition C6H58NO27P at a distorted geometry. The level of theory is wB97M-V/def2-TZVPD.

Last column: Löwdin charge in e.
Geometry (Å):
C  3.41641  -1.69812  3.25627  -0.1773
C  2.80325  -0.33297  3.92528  -0.4179
P  1.12194  0.23494  3.22162  0.9373
C  1.43042  2.08105  2.68472  -0.3093
C  0.65498  -0.64814  1.59449  -0.3368
O  -0.36883  -1.69712  1.72155  -0.1155
C  -1.53741  -1.25107  2.49739  -0.2688
O  -2.58435  -0.55892  2.01899  0.0318
O  -1.58758  -1.65403  3.92254  -0.0215
C  -2.24669  -0.57455  4.68845  -0.0971
N  -2.58209  0.28002  5.62176  0.1741
H  4.31013  -1.40236  2.54406  0.0774
H  2.61288  -2.37645  2.71609  0.0508
H  3.91294  -2.32039  4.14506  0.0929
H  2.62573  -0.56026  5.08122  0.0834
H  3.66461  0.48972  3.84941  0.0999
H  2.21774  2.06317  1.79047  0.0331
H  1.79391  2.75409  3.57832  0.0804
H  0.41171  2.45335  2.20431  0.0539
H  1.64133  -1.15219  1.17539  0.1043
H  0.35033  0.20050  0.82059  0.1197
O  4.02342  -1.57898  0.13378  -0.0766
H  4.08800  -1.05519  -0.67878  0.0205
H  4.23552  -2.48047  -0.15140  0.0192
O  3.61753  -1.43449  -3.04100  -0.0572
H  2.75155  -1.17361  -3.38855  0.0191
H  4.17785  -1.49403  -3.82934  0.0459
O  -2.34600  1.66554  -0.04921  -0.0796
H  -2.77119  1.05822  0.57460  0.0031
H  -2.33587  1.17410  -0.88429  0.0122
O  -1.43630  3.31725  6.01614  -0.0708
H  -1.81678  2.43082  6.10696  -0.0159
H  -2.06049  3.88927  6.48748  0.0435
O  1.73679  4.40520  1.02885  -0.0628
H  1.06696  4.39729  0.32882  0.0458
H  1.78268  5.33485  1.29837  0.0627
O  0.36390  -3.68228  5.14501  -0.0436
H  -0.27714  -2.95730  5.19224  0.0051
H  -0.00033  -4.27308  4.46879  0.0240
O  0.96390  -4.51305  2.44501  -0.0669
H  0.32286  -3.78807  2.49224  0.0324
H  0.59967  -5.10385  1.76879  0.0560
O  -3.33018  3.70778  3.64138  -0.0694
H  -2.70757  3.37854  4.30676  -0.0124
H  -3.77582  2.90872  3.32218  0.0299
O  1.52606  -1.12007  -5.48922  -0.0662
H  0.66008  -0.85918  -5.83678  0.0295
H  2.08638  -1.17961  -6.27757  0.0513
O  3.57923  -4.39651  0.93526  -0.0583
H  3.38127  -4.58785  0.00630  0.0495
H  2.71203  -4.41200  1.36736  -0.0057
O  4.52606  2.86155  1.53651  -0.0756
H  3.66008  3.12243  1.18896  -0.0169
H  5.08638  2.80201  0.74817  0.0421
O  3.25906  1.21680  -5.56284  -0.0736
H  2.87859  0.33037  -5.47202  -0.0252
H  2.63488  1.78883  -5.09150  -0.0059
O  1.63216  3.47317  -4.80564  -0.0489
H  0.96233  3.46526  -5.50566  0.0399
H  1.67805  4.40282  -4.53611  0.0450
O  3.02606  -5.40669  4.39949  -0.0679
H  2.16008  -5.14581  4.05194  -0.0174
H  3.58638  -5.46624  3.61115  0.0296
O  -1.96806  -2.85654  7.74391  -0.0584
H  -1.90347  -2.33275  6.93136  -0.0041
H  -1.75595  -3.75802  7.45874  0.0388
O  1.15906  5.83600  -2.58666  -0.0647
H  0.77859  4.94957  -2.49584  0.0103
H  0.53488  6.40803  -2.11531  0.0473
O  0.34145  0.08392  -7.68023  -0.0451
H  0.54776  -0.15480  -8.59632  0.0741
H  0.68331  0.98621  -7.59083  0.0647
O  1.06519  -7.38129  2.06632  -0.0557
H  1.68780  -7.71053  2.73170  0.0499
H  0.61955  -8.18035  1.74711  0.0473
O  -3.64094  1.93541  -2.45768  -0.0678
H  -4.02141  1.04898  -2.36686  0.0468
H  -4.26512  2.50744  -1.98633  0.0574
O  -2.95639  0.08222  -7.15890  -0.0555
H  -2.00169  -0.00585  -7.29877  0.0058
H  -3.03730  0.27834  -6.21340  0.0416
O  -5.96015  -0.15010  -8.73606  -0.0565
H  -5.26225  0.23874  -8.18788  0.0286
H  -5.77298  -1.10060  -8.71381  0.0570
O  -0.92179  4.25891  -3.96694  -0.0543
H  -1.34699  3.65158  -3.34314  0.0458
H  -0.91167  3.76747  -4.80203  0.0357
O  -4.59315  3.11987  6.68663  -0.0647
H  -5.09959  3.33455  5.88900  0.0393
H  -4.28770  2.21319  6.53296  0.0103
O  -8.85141  -0.17681  -9.11902  -0.0789
H  -7.89671  -0.26488  -9.25889  -0.0121
H  -8.93233  0.01931  -8.17351  0.0328

The molar mass is 607.484 g mol⁻¹. As for the HOMO-LUMO gap: 7.30 eV.

This record from the OMol25 dataset describes a molecular structure, C6H5Br2NO3S at a distorted geometry. The level of theory is wB97M-V/def2-TZVPD.

Last column: Löwdin charge in e.
Geometry (Å):
C  1.56988  0.40743  0.03598  -0.1246
C  1.62097  -0.52296  -1.01635  -0.0530
C  0.54103  0.34993  0.98047  -0.1383
C  0.69441  -1.61208  -1.00200  -0.0945
C  -0.43094  -0.65061  0.93700  -0.4051
C  -0.30896  -1.65937  -0.07218  -0.5561
N  -1.42147  1.31985  -1.14258  -0.6661
O  0.69381  2.43693  -0.87435  -0.2634
O  -0.81938  2.71926  0.91330  -0.2872
O  -1.38080  -0.69293  1.85443  0.0605
S  -0.47661  2.00421  -0.25905  0.4294
Br  -1.71100  -2.99883  -0.17643  0.7719
Br  -3.00069  1.04508  -0.35230  0.7752
H  2.44587  1.16588  0.08933  0.1601
H  2.53312  -0.66929  -1.61019  0.1142
H  0.60728  1.15330  1.78423  0.1586
H  0.67359  -2.30512  -1.83359  0.1086
H  -1.83013  -1.49066  1.74428  0.0099

The molar mass is 330.985 g mol⁻¹. The energy above the lowest of the compared OMol25 structures with the same formula, charge and spin is 1.0 kcal/mol. As for the HOMO-LUMO gap: 8.42 eV.

This record from the OMol25 dataset describes 2 unconnected molecules or ions with the total composition C6H5BrFN at a distorted geometry. The level of theory is wB97M-V/def2-TZVPD.

Last column: Löwdin charge in e.
Geometry (Å):
C  0.76887  0.56743  0.76584  -0.0635
C  1.12695  -0.71234  0.37084  -0.0593
C  -0.50177  1.03111  0.47393  -0.0087
C  0.17735  -1.49067  -0.28176  -0.1351
C  -1.38347  0.16252  -0.17967  -0.3713
C  -2.74116  0.58252  -0.46609  -0.7791
N  -1.04286  -1.07260  -0.53782  0.0957
F  -3.03268  1.87100  -0.33879  -0.0115
Br  -4.16138  -0.52989  0.06264  0.7646
H  1.46782  1.19460  1.29994  0.1078
H  2.11805  -1.09368  0.56443  0.1010
H  -0.82657  2.01393  0.77757  0.1129
H  0.39934  -2.49329  -0.62033  0.1081
H  -2.88541  0.22357  -2.62353  0.1384

The molar mass is 190.015 g mol⁻¹. The multiplicity is 3. As for the HOMO-LUMO gap (spin up / spin down): 8.20 / 8.49 eV.

This record from the OMol25 dataset describes C6H5BrN4O in the gas phase at a distorted geometry. The level of theory is wB97M-V/def2-TZVPD.

Last column: Löwdin charge in e.
Geometry (Å):
O  1.60641  0.43807  -1.92329  -0.0383
N  0.83660  0.19163  -0.99959  -0.1982
C  -0.41227  -0.27366  -0.88573  -0.1731
N  -1.21551  -0.75613  -1.87577  0.1604
C  -2.40224  -1.22308  -1.42563  -0.1778
N  -2.91710  -1.05905  -0.19585  0.0717
C  -2.17098  -0.60812  0.76917  -0.0856
C  -0.86068  -0.20560  0.52859  -0.0934
C  0.24798  0.26271  1.16915  -0.0480
N  1.22807  0.41516  0.28916  -0.1044
C  2.57781  0.93130  0.50027  -0.5149
Br  2.61601  2.13942  1.95944  0.7513
H  -3.02928  -1.68362  -2.16811  0.1016
H  -2.58211  -0.51742  1.75731  0.1173
H  0.63281  0.49443  2.08888  0.0548
H  2.76567  1.41209  -0.47068  0.0898
H  3.07882  0.04187  0.88269  0.0868

The molar mass is 229.037 g mol⁻¹. As for the SMILES: [O-][n+]1c2ncncc2cn1CBr. As for the HOMO-LUMO gap (spin up / spin down): 7.52 / 7.52 eV.

This record from the OMol25 dataset describes a molecular structure, C6H5BrNO3 at a distorted geometry. The level of theory is wB97M-V/def2-TZVPD.

Last column: Löwdin charge in e.
Geometry (Å):
C  -0.06693  0.95564  1.91464  -0.1933
C  0.91037  1.91925  1.59085  -0.3599
C  -0.50677  -0.06894  1.22813  -0.1249
C  -1.11242  -2.24555  -0.30854  -0.5671
C  1.46766  1.94378  0.41517  -0.0498
C  0.49891  -0.13996  -0.98694  -0.2669
N  -0.18550  -0.61261  -0.04868  0.0662
O  -0.52753  -2.72813  -1.20737  0.1086
O  -1.88995  -2.21477  0.56643  0.1028
O  0.87669  -0.17153  -2.11427  0.0465
Br  -0.94526  -1.19349  -4.72429  0.2651
H  -0.41777  1.03415  2.91292  0.0763
H  1.33035  2.56181  2.50554  0.0968
H  -1.36118  -0.65127  1.52926  0.0835
H  2.23633  2.73661  0.13605  -0.0014
H  -0.30699  -1.12498  -3.40892  -0.2825

Its net charge is -1. The molar mass is 219.014 g mol⁻¹. The energy above the lowest of the compared OMol25 structures with the same formula, charge and spin is 110.0 kcal/mol. As for the HOMO-LUMO gap (spin up / spin down): 6.50 / 6.50 eV.

This record from the OMol25 dataset describes C6H5Cl3N2O2 in the gas phase at a distorted geometry. The level of theory is wB97M-V/def2-TZVPD.

Last column: Löwdin charge in e.
Geometry (Å):
N  0.44833  -0.45745  -2.55267  0.0263
C  0.16864  -0.53217  -1.24277  -0.8539
Cl  -1.68866  -1.44488  -1.24740  0.3063
N  -0.06860  0.61505  -0.62855  0.0604
C  -0.14253  0.83516  0.72738  -0.1787
C  -0.95489  2.05588  1.14994  -0.5150
O  -0.92265  3.12412  0.65580  0.1630
O  -1.75406  1.75564  2.15013  0.1026
C  0.41684  -0.07891  1.57231  -0.6163
Cl  0.49026  0.16940  3.23931  0.7975
C  1.18089  -1.14581  0.93303  -0.0785
C  1.00504  -1.41633  -0.37715  -0.6704
Cl  1.74394  -2.68689  -1.18603  0.7837
H  0.24437  -1.49872  -2.87583  0.1077
H  -0.15074  0.16509  -3.16864  0.1350
H  0.04265  1.52952  -1.21207  0.2268
H  -1.72802  0.82287  2.49863  0.1119
H  1.66919  -1.81156  1.56457  0.0916

The molar mass is 243.477 g mol⁻¹. As for the SMILES: N[C@]1(Cl)NC(C(=O)O)=C(Cl)C=C1Cl. The energy above the lowest of the compared OMol25 structures with the same formula, charge and spin is 16.5 kcal/mol. As for the HOMO-LUMO gap: 8.44 eV.

This record from the OMol25 dataset describes a molecular structure, C6H5ClNO3 at a distorted geometry. The level of theory is wB97M-V/def2-TZVPD.

Last column: Löwdin charge in e.
Geometry (Å):
C  0.63582  1.78640  -0.54800  -0.1070
C  -0.16700  1.35394  0.48506  -0.0864
C  1.63426  0.95437  -1.10442  -0.2110
C  -2.35234  -1.32896  -0.63011  -0.8270
C  0.09144  0.12648  1.04509  -0.0605
C  1.14769  -0.60252  0.54880  -0.3122
N  1.92342  -0.18780  -0.58461  0.0949
O  -2.57616  -0.34152  -1.28537  -0.0211
O  -1.87206  -2.36538  -0.40724  0.0378
O  1.40251  -1.86266  1.03017  0.0318
Cl  -3.31680  -0.77422  1.33199  -0.0963
H  0.56831  2.82693  -1.03869  0.1132
H  -1.07783  1.98095  0.83638  0.1457
H  2.20911  1.23308  -1.98462  0.0946
H  -0.33644  -0.44956  1.79833  0.0821
H  2.08605  -2.34953  0.50723  0.1214

Its net charge is -1. The molar mass is 174.563 g mol⁻¹. As for the HOMO-LUMO gap: 8.15 eV.

This record from the OMol25 dataset describes a molecular structure, C6H5CuO6 at a distorted geometry. The level of theory is wB97M-V/def2-TZVPD.

Last column: Löwdin charge in e.
Geometry (Å):
O  0.95223  1.09293  -4.24626  0.1067
C  0.70761  0.52548  -3.27755  0.0580
Cu  -0.58100  0.19077  -0.26886  0.1527
O  -1.91080  1.47853  -2.66643  0.1635
C  -1.47434  1.02102  -1.69710  -0.0280
C  -2.10697  -0.50326  0.79852  0.0495
O  -2.74411  -0.82525  1.69213  0.1940
C  0.88165  -2.03058  0.66385  0.0562
O  1.45275  -2.75482  1.33748  0.1725
C  -0.18459  -1.56022  -1.30558  -0.3160
O  -1.06444  -2.23351  -1.78305  0.0993
H  0.93091  -1.69345  -1.62891  0.1198
C  0.68848  1.19036  2.41453  -0.0672
O  0.77746  1.17669  0.97150  -0.1803
H  -0.33662  1.47498  2.66787  0.0954
H  1.40660  1.92180  2.80926  0.1067
H  0.90127  0.19080  2.81220  0.0876
H  1.70393  1.33773  0.70641  0.1298

Its net charge is +1. The molar mass is 236.646 g mol⁻¹. The energy above the lowest of the compared OMol25 structures with the same formula, charge and spin is 0.0 kcal/mol. The multiplicity is 2. As for the HOMO-LUMO gap (spin up / spin down): 8.93 / 8.99 eV.

This record from the OMol25 dataset describes 2 unconnected molecules or ions with the total composition C6H5I2PS at a distorted geometry. The level of theory is wB97M-V/def2-TZVPD.

Last column: Löwdin charge in e.
Geometry (Å):
C  2.50079  -0.01983  -0.11197  -0.0546
C  1.89748  0.69594  1.00705  -0.0298
C  1.69018  -0.62920  -1.07874  -0.0633
C  0.49185  0.68990  1.10462  -0.1032
C  0.28890  -0.62433  -0.90318  -0.1248
C  -0.13377  0.03201  0.15075  -0.1002
P  -2.97575  0.23400  -0.02976  -0.5777
S  -3.75870  1.99206  0.09508  0.0015
I  -3.72707  -1.19662  1.90486  0.2258
I  -3.58865  -1.08894  -2.03366  0.3030
H  3.55972  -0.21479  -0.16732  0.0959
H  2.41607  1.27929  1.78678  0.1119
H  2.01209  -1.35174  -1.85086  0.1194
H  -0.19943  1.35839  1.62622  0.1264
H  -0.47371  -1.15613  -1.49989  0.0697

The molar mass is 393.955 g mol⁻¹. The energy above the lowest of the compared OMol25 structures with the same formula, charge and spin is 53.5 kcal/mol. As for the HOMO-LUMO gap (spin up / spin down): 6.19 / 6.21 eV.

This record from the OMol25 dataset describes C6H5N in the gas phase at a distorted geometry. The level of theory is wB97M-V/def2-TZVPD.

Last column: Löwdin charge in e.
Geometry (Å):
N  0.04499  0.64063  -2.00649  0.0600
C  -0.08661  0.11817  -0.76836  -0.3469
C  0.54389  -1.03292  -0.28754  -0.0617
C  0.45426  -1.20576  1.08087  -0.1222
C  -0.31650  -0.23229  1.64298  -0.0696
C  -0.88955  0.98168  1.68187  -0.0646
C  -0.69170  0.85363  0.36444  0.0486
H  0.81990  0.42241  -2.66160  0.1172
H  -0.70976  1.26623  -2.24531  0.0908
H  1.21201  -1.71778  -0.99912  0.1456
H  0.82302  -1.89090  1.78358  0.0797
H  -1.20393  1.79690  2.41468  0.1231

The molar mass is 91.113 g mol⁻¹. As for the SMILES: Nc1ccc2cc1-2. The energy above the lowest of the compared OMol25 structures with the same formula, charge and spin is 84.4 kcal/mol. As for the HOMO-LUMO gap: 8.55 eV.

This record from the OMol25 dataset describes C6H5N in the gas phase at a distorted geometry. The level of theory is wB97M-V/def2-TZVPD.

Last column: Löwdin charge in e.
Geometry (Å):
H  1.05163  2.75286  0.24455  0.1118
N  1.41587  1.78556  -0.09881  0.1534
C  0.72988  0.76716  0.02948  -0.4303
C  1.38577  -0.42795  -0.21871  -0.1188
C  2.12326  -1.33999  -0.49535  0.1709
C  -0.70600  0.47429  0.71935  -0.1132
C  -1.49012  -0.48865  -0.09194  -0.1705
C  -2.25238  -1.16297  -0.72543  0.1079
H  2.69851  -2.20008  -0.45444  0.0179
H  -0.56873  -0.02813  1.65393  0.1029
H  -1.29154  1.46980  0.63370  0.1435
H  -3.09615  -1.60191  -1.19633  0.0245

The molar mass is 91.113 g mol⁻¹. As for the SMILES: [H]/N=C(/C#C)CC#C. The energy above the lowest of the compared OMol25 structures with the same formula, charge and spin is 91.7 kcal/mol. As for the HOMO-LUMO gap: 10.40 eV.

This record from the OMol25 dataset describes a molecular structure, C6H5N2O6Pb at a distorted geometry. The level of theory is wB97M-V/def2-TZVPD.

Last column: Löwdin charge in e.
Geometry (Å):
O  -2.77085  -4.33056  -2.51065  0.1911
C  -2.46064  -3.37812  -1.94962  -0.0414
Pb  -1.16672  -1.23104  -1.02826  1.1520
O  0.68591  -3.32626  -3.41309  0.2223
C  0.03542  -2.65777  -2.73873  -0.0582
C  0.98528  0.19726  -1.42565  -0.0473
O  1.92828  0.83214  -1.54033  0.1913
C  -1.84689  0.79433  0.60460  -0.0876
O  -2.34813  1.55160  1.30177  0.1711
C  -1.79154  0.47736  -2.70884  0.0037
O  -1.99613  1.36102  -3.40529  0.2420
H  -2.56518  -1.46647  0.12904  0.0452
N  2.37246  0.51036  2.74168  0.3982
C  1.37839  1.13204  2.00463  -0.4687
N  1.45987  2.50271  1.94604  0.4151
O  0.55037  0.51013  1.31008  -0.0287
H  2.78636  1.01409  3.51709  0.1721
H  2.14693  -0.44898  2.96375  0.1743
H  0.63250  2.95118  1.55626  0.1804
H  1.98431  3.00496  2.64551  0.1732

Its net charge is +3. The molar mass is 408.314 g mol⁻¹. The energy above the lowest of the compared OMol25 structures with the same formula, charge and spin is 47.6 kcal/mol. As for the HOMO-LUMO gap (spin up / spin down): 9.14 / 4.44 eV.